C4H8OS | the ωB97M-V functional and the def2-TZVPD basis

Each line ends with the Mulliken charge.
Geometry (Å):
O (-0.8816, 2.6461, 1.5866)  -0.502
C (-0.9166, 1.2471, 1.4291)  -0.500
C (0.1687, 0.4188, 0.5171)  -0.191
C (-0.1398, -0.7414, -0.0676)  -0.365
C (0.8057, -1.4468, -0.9210)  -0.484
S (0.6202, -0.9315, -2.6776)  -0.226
H (-1.1128, 3.1428, 0.7647)  0.309
H (-0.8635, 0.7572, 2.4507)  0.276
H (-1.7857, 0.7702, 1.0349)  0.306
H (1.1530, 0.7736, 0.3343)  0.322
H (-1.1013, -1.1679, 0.0970)  0.320
H (1.8856, -1.2875, -0.5218)  0.320
H (0.5289, -2.6115, -0.7731)  0.295
H (1.6392, -1.5692, -3.2534)  0.121

Computed properties:
LUMO: 0.83 eV
relative energy (zero: lowest compared OMol25 entry of this formula, charge and spin): 194.4 kJ/mol
2S+1: 1
SMILES: OC/C=C/CS
highest occupied orbital energy: -9.1 eV
E_tot: -17158.435 eV